No. 1
Formula: C13H14N2OS2
Source: the Open Molecules 2025 dataset
Level of theory: ωB97M-V with the def2-TZVPD basis set

Results
calculated total energy = -40407.171 eV
orbital gap = 7.9 eV
SMILES = CCN1C(=O)/C(=C\NCc2ccccc2)SC1=S
lowest unoccupied orbital energy = 0.11 eV

The geometry in XYZ format:
```
32
Properties=species:S:1:pos:R:3:forces:R:3
H 0.120900 4.256223 0.913221 -0.069 -0.158 -0.021
C 0.053735 -4.701314 3.176161 0.013 -0.045 0.066
C 0.331767 -3.044840 1.463185 -0.018 0.001 -0.056
H -1.562349 -0.983108 0.010332 0.073 -0.014 -0.098
C -1.409090 -4.678670 1.275747 0.048 0.062 -0.061
H -2.218852 -3.229824 -0.750141 0.148 -0.054 -0.055
C -0.666057 3.613790 0.510730 -0.334 0.298 0.257
H 0.861379 -2.187735 1.072657 0.028 0.098 0.000
H -2.087733 5.199772 0.244487 -0.086 0.100 0.040
C -0.534563 1.263933 -0.212286 -0.070 -0.608 -0.043
C 0.723846 -3.602210 2.667532 0.068 0.012 0.020
H -2.396363 3.782562 -0.766636 -0.096 -0.031 -0.016
C -1.620571 4.425017 -0.356320 0.141 -0.124 0.060
C -0.739320 -3.577784 0.758898 -0.055 -0.020 -0.035
C 1.042344 2.776823 -1.044930 0.339 -0.218 -0.265
N -0.036080 2.552523 -0.248668 0.014 0.145 0.076
N -1.006566 -1.559474 -0.620821 -0.234 0.089 0.153
C -1.167192 -2.986047 -0.568118 0.016 -0.321 0.020
H -1.208552 3.127260 1.324987 0.131 0.075 -0.078
H -1.078657 4.895608 -1.173060 0.000 0.046 -0.042
H -2.243957 -5.099398 0.733699 -0.113 -0.032 -0.052
H -0.570259 -3.431688 -1.372298 -0.138 0.071 0.003
H 1.555693 -3.176527 3.208441 0.070 0.035 0.050
H 0.360412 -5.135774 4.115621 0.020 -0.034 0.084
O -1.495384 0.927799 0.468336 -0.181 0.053 0.092
S 1.538148 1.294366 -1.844849 -0.119 0.344 0.170
C 0.015781 -0.938487 -1.205133 -0.089 0.619 0.055
C -1.012325 -5.240242 2.476327 -0.023 -0.079 0.039
C 0.244709 0.399397 -1.060495 0.325 -0.244 -0.254
H -1.539879 -6.097156 2.867882 -0.047 -0.068 0.042
H 0.663358 -1.533755 -1.837361 0.003 -0.127 -0.004
S 1.794949 4.214140 -1.231770 0.237 0.129 -0.145
```
Forces are in eV/Å.

These are the natural (NBO) partial charges, in e, on atoms 1 to 2:
1. H 0.23
2. C -0.22


No. 2
Formula: C13H14N2Re
Source: the Open Molecules 2025 dataset
Level of theory: ωB97M-V with the def2-TZVPD basis set

Results
calculated total energy = -18791.386 eV
spin multiplicity = 4
orbital gap (spin up / spin down) = 6.2 / 5.5 eV
net charge = +2
lowest unoccupied orbital energy (spin up / spin down) = -10.27 / -11.07 eV

The geometry in XYZ format:
```
30
Properties=species:S:1:pos:R:3:forces:R:3
C 0.777174 -4.111723 -1.168877 0.518 0.904 -0.877
H 0.531533 0.217618 -3.404673 0.121 0.295 -0.183
C -0.731606 3.919465 2.648506 0.336 -0.122 -1.076
C -0.620611 2.793655 0.495693 0.324 1.117 -0.559
H 2.022172 0.300820 -4.399587 -0.120 -0.176 0.126
C -0.140578 -1.924876 -0.883660 -0.214 -1.185 0.603
C 1.336155 0.871885 -3.770356 -0.149 -0.183 -1.052
H -0.791079 4.887883 3.175850 -0.034 -0.807 -0.098
H 0.961526 1.677321 -4.426841 -0.080 -0.339 0.599
C -0.743319 3.929121 1.236159 -0.073 1.054 -0.274
H -0.706839 2.724443 -0.592381 0.220 0.565 0.373
C 0.804534 -4.319302 0.234328 -0.455 -0.404 1.076
H 1.113777 -4.903339 -1.868414 -0.302 0.447 0.712
N -0.770653 0.620293 0.244094 0.924 3.057 0.812
H -0.829438 4.869940 0.708846 -0.143 0.067 0.081
H 1.087319 -5.299281 0.631215 0.180 0.332 -0.362
C 0.428167 -3.351911 1.163324 0.444 -1.551 -0.957
H 1.915323 1.263616 -2.960724 0.200 0.380 0.555
H -0.408009 0.543502 3.125637 0.158 0.185 -0.317
C -0.081182 -2.187380 0.592798 1.376 1.010 0.774
C 0.428102 -2.865146 -1.756613 -0.230 0.270 0.628
C -0.588839 2.674920 3.293334 0.098 -0.619 0.237
C -0.462387 1.483070 2.583094 -0.403 0.882 1.179
C -0.491291 1.560356 1.149765 -0.595 -1.183 -0.258
H -0.588150 2.701282 4.381816 0.054 -0.415 -0.220
H 0.567342 -2.600733 -2.821592 -0.375 -0.564 0.651
N -0.332219 -1.152298 1.411241 -0.048 -0.901 1.651
Re -1.595126 -0.878699 -0.112774 -1.079 -2.349 -3.360
H -2.614723 -0.075878 -1.170339 -0.777 0.629 0.311
H 0.522934 -3.368615 2.261133 0.124 -0.398 -0.774
```
Forces are in eV/Å.

These are the natural (NBO) partial charges, in e, on atoms 1 to 2:
1. C -0.08
2. H 0.18


No. 3
Formula: C13H14N4O6S
Source: the Open Molecules 2025 dataset
Level of theory: ωB97M-V with the def2-TZVPD basis set

Results
calculated total energy = -42777.474 eV
orbital gap = 6.8 eV
lowest unoccupied orbital energy = -0.62 eV

The geometry in XYZ format:
```
38
Properties=species:S:1:pos:R:3:forces:R:3
H 1.231807 -3.049042 1.853770 -0.097 0.618 0.397
C 0.106648 -0.354524 0.290380 0.300 -1.261 -1.611
H 2.374544 -2.018971 2.837113 -0.266 -0.379 -0.038
S 1.699434 -0.801628 0.995436 -0.333 -1.353 -0.354
C -3.152460 -1.489190 1.722932 -0.407 0.332 0.415
C 2.415594 3.402490 -3.452929 0.202 0.530 -1.928
H 1.847411 -2.985827 -0.070592 0.419 0.738 -0.365
O -2.013511 -1.440232 0.817228 1.212 0.611 1.458
C -1.018009 -0.669248 1.311481 -0.334 0.657 -0.123
H 0.086292 1.774694 -3.838323 0.066 -0.051 0.361
C 0.498816 1.814000 -2.831611 1.067 0.694 1.232
H -4.044163 -3.208739 0.829164 -0.270 -0.005 0.068
H -2.885930 -1.981514 2.665764 0.182 -0.034 -0.292
C 1.411573 -2.059990 2.310771 0.635 0.418 -0.096
O 1.563504 2.379057 2.233666 0.202 -0.126 -0.393
H -0.585075 1.331188 0.430415 0.691 2.116 -1.822
N 3.053885 3.489661 -0.717012 -2.790 -2.267 0.282
H 2.011599 -1.622606 -1.303358 0.041 -0.062 0.512
H -0.038612 -0.827565 -0.692445 0.054 -1.109 0.950
H -5.207709 -2.090970 1.646405 0.310 -0.163 -0.120
O 2.921982 3.398691 0.669305 -0.388 -0.534 0.622
C 0.233370 1.151519 -0.380535 -3.764 -1.104 4.339
H 0.638135 -1.706892 2.998716 0.093 -0.112 -0.332
N 1.858240 2.512918 1.067056 -0.095 -0.620 -4.295
C 2.280527 -1.990199 -0.301286 0.534 0.554 0.539
O -1.775704 0.490225 -3.287177 0.314 -0.401 1.458
C 1.656535 2.583090 -2.555743 -0.636 -0.841 -0.215
C -0.191671 1.151383 -1.768426 -0.555 -0.279 -2.045
H -3.427295 -0.463410 1.985198 0.194 -0.036 -0.115
O -0.963223 -0.201458 2.439169 -0.170 -0.644 -1.311
C 1.398013 1.949093 -0.169015 2.135 2.303 3.110
N 2.986906 4.043659 -4.245922 -0.890 -1.071 1.520
O -2.199320 0.099965 -1.162635 1.711 0.719 -1.129
C -4.301259 -2.166466 1.030854 0.132 -0.124 -0.367
C 2.079695 2.635211 -1.188223 1.955 1.887 0.859
N -1.431602 0.515832 -2.082461 -0.997 1.021 -0.892
H -4.491983 -1.678039 0.073204 -0.033 -0.009 0.069
H 3.373017 -1.916156 -0.160332 -0.423 -0.615 -0.350
```
Forces are in eV/Å.

These are the natural (NBO) partial charges, in e, on atoms 1 to 2:
1. H 0.24
2. C -0.49


No. 4
Formula: C13H14NO5S
Source: the Open Molecules 2025 dataset
Level of theory: ωB97M-V with the def2-TZVPD basis set

Results
calculated total energy = -36270.596 eV
orbital gap = 5.2 eV
net charge = -1
lowest unoccupied orbital energy = 1.94 eV

The geometry in XYZ format:
```
34
Properties=species:S:1:pos:R:3:forces:R:3
H -1.933362 4.339589 7.490741 -0.071 0.020 -0.164
H -4.753014 6.888010 4.294666 0.193 -0.118 0.166
C -2.824049 6.001227 4.657653 -0.208 -0.085 -0.118
C -6.103131 6.289710 6.553707 -0.180 0.035 0.070
H -0.153334 3.508544 -0.763618 0.014 0.016 0.102
C -2.560150 4.883754 6.790931 -0.036 -0.128 -0.204
H -0.097523 4.151835 0.889292 -0.040 -0.097 -0.099
N -0.454555 3.411392 3.811208 -1.180 2.580 1.532
C -0.866691 -1.057519 2.477364 -0.138 -0.467 0.168
C -0.377473 3.280164 0.282887 -0.027 0.469 -0.286
O 1.347145 1.836621 4.077677 -1.747 1.639 -0.042
H -1.168702 1.518731 2.057437 -0.135 -0.196 -0.426
C -4.679169 5.937421 6.227505 0.329 -0.106 -0.159
H -1.879784 -0.650937 2.375785 0.215 -0.043 0.049
O 1.301020 -0.622590 1.547303 -0.528 -0.490 0.111
C -3.873412 5.223725 7.121251 0.073 0.128 -0.181
H -0.636705 -1.177599 3.544974 -0.035 0.002 -0.149
H -0.829783 -2.051681 2.016836 0.021 0.135 0.088
H -4.286219 4.927291 8.085977 0.166 0.063 -0.202
H -6.793908 5.861706 5.816264 0.152 0.039 0.141
H -6.255774 7.376113 6.540636 0.063 -0.187 0.027
H -6.381934 5.915757 7.541952 -0.010 0.059 -0.114
O 0.273591 4.257431 6.244476 -0.366 0.547 -0.133
O 1.609948 1.931389 0.316797 -0.372 0.461 -0.457
O 0.206194 5.914572 4.352054 -0.557 -0.245 0.479
S -0.373115 4.826848 5.090584 1.081 -2.336 -1.607
C -4.136661 6.325213 4.997669 0.316 -0.043 0.003
H -1.454328 3.111251 0.392345 0.204 0.015 0.036
C 0.451949 2.083404 0.718627 0.136 -0.753 1.182
C -0.207049 1.208567 1.656910 -0.033 -0.325 -0.507
C 0.190100 -0.168615 1.837484 0.418 1.367 0.068
C 0.444433 2.578060 3.892584 2.436 -1.779 0.585
C -2.055826 5.245601 5.540660 -0.071 -0.061 -0.134
H -2.399544 6.319848 3.707840 -0.083 -0.117 0.171
```
Forces are in eV/Å.

These are the natural (NBO) partial charges, in e, on atoms 1 to 2:
1. H 0.25
2. H 0.21


No. 5
Formula: C13H14O
Source: the Open Molecules 2025 dataset
Level of theory: ωB97M-V with the def2-TZVPD basis set

Results
calculated total energy = -15748.775 eV
orbital gap (spin up / spin down) = 6.8 / 7.1 eV
lowest unoccupied orbital energy (spin up / spin down) = -1.35 / -0.43 eV

The geometry in XYZ format:
```
28
Properties=species:S:1:pos:R:3:forces:R:3
C 2.417660 -0.766470 -0.355009 -2.049 -1.220 2.609
C -2.253740 -1.293749 -0.083378 -3.347 0.424 -0.290
H 2.699409 1.530906 -1.526633 -0.444 0.820 -1.345
C -2.384095 0.975261 0.664443 -1.194 -0.667 0.725
O -5.097133 -1.168385 -0.414134 0.602 1.229 0.325
H -2.932981 -2.157120 -0.274168 1.298 0.184 0.123
H -2.878966 1.692124 1.309068 0.161 0.518 -0.462
C 2.411126 -1.921478 0.628839 -0.314 0.721 -0.444
C 1.190618 0.019977 -0.147689 1.647 0.726 0.613
C -1.095123 0.846176 0.511579 3.435 2.106 0.708
C -0.110128 -0.115120 0.185212 -2.875 1.159 -0.659
H 3.340656 -2.432081 0.659522 0.541 -1.055 -0.159
H 2.223408 -1.550134 1.612755 0.237 0.688 0.800
H 2.796113 0.615709 1.337901 -0.634 -0.213 -1.033
H -5.452563 1.281063 1.130925 0.671 0.101 -0.150
C -4.496007 -0.127495 -0.106339 -1.709 -2.231 -0.774
C 2.500929 0.557037 0.253900 1.233 2.879 1.074
C -5.196046 1.166137 0.058635 -1.482 1.133 0.681
H -0.402492 -2.197605 0.280858 -0.126 -0.262 -0.877
H -6.230804 1.266984 -0.346910 1.048 -0.555 -0.429
H 2.710206 -0.877960 -1.330693 1.028 -0.507 -2.233
H 1.498695 -2.459919 0.484443 0.140 -1.396 -0.524
C 3.200122 1.643292 -0.604285 2.296 -1.882 0.714
H 3.238339 2.661393 -0.183407 -0.258 -0.555 -0.334
C -0.901675 -1.270421 -0.002522 0.751 -2.535 0.743
H 4.305169 1.244096 -0.828313 -2.174 1.109 0.689
C -3.079454 -0.145171 0.148562 1.856 -0.734 -0.224
H -4.557160 1.993391 -0.261362 -0.338 0.015 0.130
```
Forces are in eV/Å.

These are the natural (NBO) partial charges, in e, on atoms 1 to 2:
1. C -0.25
2. C -0.17


No. 6
Formula: C13H14O3
Source: the Open Molecules 2025 dataset
Level of theory: ωB97M-V with the def2-TZVPD basis set

Results
calculated total energy = -19838.959 eV
orbital gap = 8.4 eV
lowest unoccupied orbital energy = 0.30 eV

The geometry in XYZ format:
```
30
Properties=species:S:1:pos:R:3:forces:R:3
C -0.633941 0.040541 -3.566306 -1.939 13.912 -0.120
C 2.652077 0.900712 1.852281 3.759 0.842 3.429
C -0.455594 -1.718500 0.440729 8.134 -6.131 -9.749
O -2.040098 1.446334 0.374539 3.595 5.218 2.702
H -0.882224 0.653322 -4.485014 0.491 -1.710 0.417
H -0.454652 -3.105289 -1.976822 0.740 3.641 -1.973
C -0.636581 1.086120 -2.412926 0.251 -2.987 -4.915
C 0.341156 0.865174 1.055052 -11.621 -3.850 0.342
C -0.521509 1.458067 -0.010935 -5.562 -9.814 1.065
O 2.433873 0.495098 3.192062 -5.412 0.665 -3.490
C -0.452074 0.456925 -1.298078 -0.540 -2.667 8.845
C -0.132098 -0.123653 2.016611 -5.959 3.941 2.314
H 1.823363 1.827869 0.326327 1.273 2.957 -3.097
H -0.121855 2.245332 -0.338647 2.232 7.069 -2.188
H -0.847013 0.792999 2.753504 1.553 -2.841 -1.744
C 1.471699 1.197904 1.005206 13.403 1.695 2.238
H -1.343890 -1.867691 2.106739 -1.472 -4.440 4.998
H 3.192362 0.272629 3.614852 4.077 -0.702 1.509
H -0.808209 2.178183 -2.399144 0.275 -0.867 -0.762
C -0.297553 -1.858014 -2.304728 -2.198 -2.757 10.722
H -1.997605 2.340254 1.113320 -0.735 -4.055 -3.165
H -0.623133 -1.672747 -4.259706 -0.367 -3.418 -4.938
C -0.448285 -1.087427 -0.886493 0.655 2.910 -9.159
H -2.013785 -0.765284 1.104000 -0.194 0.379 0.244
C -1.089509 -1.208275 1.467494 -1.486 8.397 2.269
H -0.719190 -2.777190 0.076090 0.349 1.038 1.270
O 3.834833 1.235430 1.668948 -2.899 -0.849 -1.299
H 0.550417 -0.373764 2.748833 1.536 -1.132 0.922
C -0.661989 -1.195533 -3.419847 1.449 -4.031 2.326
H 0.881009 -1.739527 0.442057 -3.387 -0.411 0.988
```
Forces are in eV/Å.

These are the natural (NBO) partial charges, in e, on atoms 1 to 2:
1. C -0.16
2. C 0.77


No. 7
Formula: C13H14O4
Source: the Open Molecules 2025 dataset
Level of theory: ωB97M-V with the def2-TZVPD basis set

Results
calculated total energy = -21887.316 eV
orbital gap = 8.9 eV
lowest unoccupied orbital energy = -0.50 eV

The geometry in XYZ format:
```
31
Properties=species:S:1:pos:R:3:forces:R:3
H -1.364247 -2.443815 -1.030762 -0.263 2.012 -0.405
C 4.963022 0.090797 -0.579011 -17.240 -3.314 7.757
H 5.307729 -1.085871 1.267053 0.829 -0.890 1.380
H 4.106555 1.311143 -2.393890 -1.227 -2.401 3.819
H 2.834727 -1.225689 2.108979 1.336 0.579 -3.124
H -1.897341 -0.196383 1.214471 0.520 1.805 0.610
C -1.529030 0.932629 1.155332 1.671 -8.009 -2.366
C 0.846556 -0.172462 0.891353 -2.711 -2.247 -0.621
C -3.258523 0.887960 -0.861390 2.673 -5.501 3.314
C -0.169816 0.534663 0.179349 -1.104 10.120 5.868
H 0.276920 1.878732 0.210327 -0.958 -3.983 -1.039
O 0.511429 -1.112802 1.545981 -1.129 -1.751 2.878
H -0.407158 0.201856 -0.727389 -0.831 -1.079 -3.601
H -2.493064 0.809468 -1.579399 0.628 -0.024 -1.324
O -3.143038 -2.580760 0.551686 2.709 2.799 -3.375
C 3.822508 0.552029 -1.166229 5.546 2.792 -6.193
O -2.806881 2.598532 0.780797 -3.511 6.938 0.702
C 4.508802 -0.664745 0.757243 1.240 2.629 -6.267
H 1.863975 1.053033 -1.426411 0.970 -1.742 1.435
C 3.177605 -0.785878 0.967574 1.486 -3.598 9.360
C -3.893724 -0.636163 -0.544668 3.334 5.792 7.204
H -1.333595 1.161296 2.212152 0.056 0.833 -0.877
H -3.952117 1.529502 -1.040115 -4.637 3.756 -2.038
H -4.547933 -0.463327 0.583480 2.295 -0.533 -2.914
H 5.821454 0.089728 -0.673259 14.704 0.729 -2.651
C 2.579714 0.385090 -0.774100 -6.179 3.107 -0.265
C -2.847801 -1.662228 -0.272358 -3.304 -2.434 1.481
C 2.141611 -0.179013 0.461807 3.832 3.423 -6.805
H -4.711237 -0.836537 -1.026253 -3.949 -1.687 -3.887
O -1.801999 -1.523507 -1.143302 0.179 -3.650 1.751
C -2.605108 1.552735 0.350959 3.035 -4.472 0.194
```
Forces are in eV/Å.

These are the natural (NBO) partial charges, in e, on atoms 1 to 2:
1. H 0.51
2. C -0.11